{"formula": "C12H29NO6", "method": "the ωB97M-V functional and the def2-TZVPD basis", "smiles": "C#CCNC(=O)O.CCO.CCO.CCO.CCO", "homo_ev": -9.75, "max_force_ev_per_a": 7.26, "e_tot_ha": -980.638804, "orbital_gap_ev": 9.98, "species": ["C", "C", "C", "N", "C", "O", "O", "H", "H", "H", "H", "H", "C", "C", "O", "H", "H", "H", "H", "H", "H", "C", "C", "O", "H", "H", "H", "H", "H", "H", "C", "C", "O", "H", "H", "H", "H", "H", "H", "C", "C", "O", "H", "H", "H", "H", "H", "H"], "positions_angstrom": [[-1.1619, 0.4313, -1.7521], [-0.6984, -0.5982, -2.4423], [0.1316, -1.8513, -3.0189], [-0.1568, -3.1280, -2.3041], [0.1308, -3.0591, -0.8639], [-0.7973, -2.6741, -0.0977], [1.3468, -3.4372, -0.2395], [-1.4678, 1.2604, -1.0219], [1.2436, -1.6012, -3.1219], [-0.2605, -1.9838, -4.1001], [0.3059, -3.9346, -2.7594], [2.1265, -3.2667, -0.8139], [-4.9157, -2.0975, 1.4405], [-4.0653, -1.2501, 2.3662], [-2.8188, -1.8881, 2.6044], [-5.0886, -3.0852, 1.8757], [-5.8814, -1.6213, 1.2515], [-4.4079, -2.2546, 0.4845], [-4.5660, -1.1136, 3.3274], [-3.8780, -0.2629, 1.9307], [-2.3784, -1.9973, 1.7486], [-6.5591, 2.0577, 0.9536], [-5.1346, 2.4153, 0.5791], [-4.9838, 3.8288, 0.5226], [-7.2622, 2.4710, 0.2258], [-6.6916, 0.9739, 0.9960], [-6.8215, 2.4824, 1.9272], [-4.8840, 2.0080, -0.4028], [-4.4258, 2.0144, 1.3107], [-5.1990, 4.1802, 1.3966], [2.3905, 1.9671, -0.2803], [2.3668, 0.5151, -0.7136], [3.2687, 0.3155, -1.7960], [2.1141, 2.6200, -1.1126], [1.6985, 2.1390, 0.5480], [3.3962, 2.2603, 0.0349], [1.3662, 0.2369, -1.0522], [2.6550, -0.1451, 0.1116], [4.1529, 0.5612, -1.4873], [8.2062, 0.5928, 0.4878], [6.8207, 1.2065, 0.4744], [5.9348, 0.4033, -0.2986], [8.5939, 0.4986, -0.5300], [8.8977, 1.2029, 1.0735], [8.1792, -0.4147, 0.9133], [6.8484, 2.2031, 0.0290], [6.4216, 1.2930, 1.4897], [5.9080, -0.4742, 0.1059]], "forces_ev_per_a": [[2.8, -5.8, -3.3], [-1.3, 4.8, 4.3], [-1.4, 1.6, -1.4], [1.6, 0.1, 1.4], [-3.2, 1.2, 3.0], [3.8, -1.6, -2.9], [-1.2, 0.7, -2.0], [0.5, -1.7, -1.8], [-1.5, 0.0, 0.5], [0.7, 0.1, 1.8], [-0.1, 0.9, 0.4], [-0.8, -0.2, 0.2], [-0.2, 0.0, -0.1], [0.2, -0.3, -0.3], [0.1, 0.1, 0.1], [0.0, 0.1, 0.0], [0.0, -0.1, -0.1], [0.0, 0.1, 0.0], [0.2, 0.0, 0.0], [-0.2, 0.1, 0.0], [0.0, -0.1, 0.2], [-0.1, -0.1, 0.0], [-0.2, 0.2, 0.3], [0.1, 0.2, -0.1], [0.1, -0.1, 0.0], [0.0, 0.1, 0.0], [0.1, -0.1, 0.0], [0.0, 0.2, 0.0], [0.0, -0.2, -0.1], [0.1, -0.1, -0.2], [-0.1, 0.1, 0.1], [0.3, 0.2, 0.0], [0.0, -0.2, -0.2], [-0.1, -0.1, 0.0], [0.1, 0.0, 0.0], [-0.1, -0.1, 0.1], [0.2, 0.0, 0.0], [-0.2, 0.0, 0.1], [0.0, -0.1, 0.0], [0.1, 0.0, -0.1], [0.2, -0.2, 0.2], [-0.3, -0.1, -0.2], [0.0, 0.1, 0.1], [0.0, -0.1, 0.0], [0.0, 0.1, 0.1], [-0.2, -0.1, -0.1], [0.1, 0.1, 0.0], [0.0, 0.2, -0.1]]}